[1]
Entry from the Open Molecules 2025 dataset: a structure of composition C26H41Cl2IrN5O3S at a distorted geometry (ωB97M-V/def2-TZVPD).

Summary:
relative energy (zero: lowest compared OMol25 entry of this formula, charge and spin): 15.42 kcal per mole
F_max: 2.0 eV/A
orbital gap (spin up / spin down): 6.91 / 6.91 eV
E_HOMO (spin up / spin down): -9.719 / -9.706 eV

The geometry in ORCA input format:
```
! RIJCOSX wB97M-V def2-TZVPD def2/J DEFGRID3
* xyz 1 1
Ir -0.734 0.482 -0.580
N 0.125 2.393 -0.822
C -0.881 3.483 -0.789
C -0.400 4.711 -0.010
C -0.029 4.494 1.468
C -1.154 4.697 2.485
N -2.125 3.606 2.518
C -1.929 2.430 3.087
N -0.951 2.252 3.989
N -2.728 1.411 2.764
C -2.202 2.950 -0.248
O -3.113 3.730 -0.001
O -2.266 1.678 -0.017
H 0.729 2.416 0.004
H 0.745 2.477 -1.619
H -1.077 3.790 -1.818
H -1.180 5.470 -0.088
H 0.474 5.111 -0.528
H 0.742 5.226 1.718
H 0.431 3.514 1.644
H -1.712 5.604 2.256
H -0.738 4.846 3.482
H -2.851 3.654 1.802
H -0.519 3.046 4.427
H -0.877 1.374 4.471
H -3.116 1.419 1.825
H -2.530 0.495 3.131
Cl 2.555 -4.833 0.101
C 1.664 -4.389 -1.362
Cl 1.638 -2.637 -1.608
H 0.636 -4.717 -1.252
H 2.148 -4.849 -2.214
C 2.949 -1.282 1.850
S 2.681 0.484 1.742
O 1.437 0.647 0.902
C 4.047 0.894 0.678
C 4.044 0.458 -0.642
C 5.110 0.792 -1.459
C 6.163 1.550 -0.956
C 6.152 1.985 0.359
C 5.082 1.662 1.186
H 2.938 -1.715 0.849
H 2.144 -1.701 2.453
H 3.912 -1.445 2.335
H 3.214 -0.128 -1.020
H 5.124 0.458 -2.488
H 6.996 1.804 -1.599
H 6.969 2.581 0.742
H 5.057 2.000 2.215
C -2.952 -0.798 -3.528
C -1.962 -1.955 -3.698
C -0.591 -1.459 -4.165
C -1.889 -2.864 -2.480
C -2.098 -4.222 -2.670
C -2.115 -5.116 -1.612
C -1.965 -4.638 -0.320
C -1.749 -3.290 -0.065
C -1.658 -2.856 1.386
C -2.746 -1.839 1.737
C -0.264 -2.367 1.798
C -1.641 -2.407 -1.165
N -1.209 -1.120 -0.979
H -3.184 -0.369 -4.505
H -2.544 -0.009 -2.899
H -3.887 -1.141 -3.082
H -2.357 -2.589 -4.497
H -0.138 -0.801 -3.426
H -0.701 -0.899 -5.096
H 0.090 -2.291 -4.343
H -2.270 -4.582 -3.678
H -2.275 -6.171 -1.790
H -2.033 -5.323 0.516
H -1.860 -3.758 1.970
H -2.572 -0.896 1.215
H -2.753 -1.667 2.819
H -3.735 -2.202 1.455
H 0.042 -1.485 1.236
H 0.484 -3.150 1.639
H -0.262 -2.115 2.864
*
```

---

[2]
Entry from the Open Molecules 2025 dataset: a structure of composition C26H41FeN2O2P2 (ωB97M-V/def2-TZVPD).

Summary:
expectation value of S²: 8.8066
F_max: 0.2 eV/A
orbital gap (spin up / spin down): 8.14 / 6.71 eV
E_HOMO (spin up / spin down): -13.285 / -14.152 eV

The geometry in ORCA input format:
```
! RIJCOSX wB97M-V def2-TZVPD def2/J DEFGRID3
* xyz 2 6
Fe 0.131 -0.467 -0.227
C -2.690 -0.405 2.462
C -2.973 0.633 1.375
C -4.449 1.008 1.284
P -2.257 0.128 -0.248
C -3.474 -0.876 -1.185
C -3.755 -2.184 -0.441
C -2.941 -1.146 -2.593
C -2.062 1.670 -1.190
C -3.046 2.240 -1.984
C -2.782 3.379 -2.734
C -1.514 3.951 -2.708
C -0.526 3.422 -1.901
C -0.794 2.293 -1.110
N 0.153 1.708 -0.284
C 1.063 2.446 0.412
C 0.901 3.829 0.674
C 1.867 4.530 1.361
C 3.017 3.887 1.814
C 3.162 2.516 1.620
C 2.198 1.782 0.954
P 2.330 -0.026 0.787
C 3.826 -0.227 -0.273
C 4.206 -1.691 -0.497
C 3.565 0.477 -1.607
C 2.672 -0.629 2.493
C 2.434 -2.142 2.558
C 1.750 0.078 3.488
H -3.054 -0.038 3.422
H -1.620 -0.602 2.563
H -3.187 -1.354 2.263
H -2.400 1.538 1.610
H -5.072 0.138 1.068
H -4.630 1.762 0.516
H -4.785 1.420 2.236
H -4.405 -0.305 -1.251
H -2.823 -2.703 -0.196
H -4.358 -2.839 -1.070
H -4.304 -2.024 0.485
H -1.992 -1.686 -2.553
H -2.774 -0.232 -3.161
H -3.657 -1.756 -3.145
H -4.030 1.791 -2.034
H -3.557 3.808 -3.355
H -1.296 4.811 -3.327
H 0.468 3.847 -1.906
H -0.006 4.328 0.365
H 1.724 5.584 1.559
H 3.781 4.443 2.339
H 4.041 2.018 2.014
H 4.646 0.274 0.251
H 3.362 -2.250 -0.911
H 4.543 -2.180 0.414
H 5.022 -1.743 -1.218
H 2.742 -0.001 -2.143
H 4.454 0.411 -2.235
H 3.329 1.533 -1.475
H 3.714 -0.407 2.739
H 1.374 -2.361 2.409
H 2.721 -2.516 3.541
H 3.001 -2.697 1.813
H 0.703 -0.016 3.181
H 1.978 1.137 3.596
H 1.843 -0.390 4.468
N 0.322 -5.186 -1.244
C 0.664 -4.024 -2.131
C 0.414 -2.759 -1.315
O 0.599 -1.649 -1.874
O 0.043 -2.898 -0.130
H 1.091 -5.846 -1.129
H -0.492 -5.707 -1.569
H 0.096 -4.742 -0.328
H 0.044 -4.037 -3.024
H 1.708 -4.078 -2.429
*
```

---

[3]
Entry from the Open Molecules 2025 dataset: a structure of composition C26H41N2PbS at a distorted geometry (ωB97M-V/def2-TZVPD).

Summary:
F_max: 3.3 eV/A
orbital gap (spin up / spin down): 6.23 / 5.04 eV
E_HOMO (spin up / spin down): -9.477 / -8.490 eV

The geometry in ORCA input format:
```
! RIJCOSX wB97M-V def2-TZVPD def2/J DEFGRID3
* xyz 1 1
C -2.592 0.539 -2.017
C -1.680 0.194 -3.050
C -0.799 1.290 -3.246
C -1.168 2.314 -2.335
C -2.272 1.851 -1.572
Pb -0.208 -0.196 0.715
C 2.899 0.271 2.340
C 1.686 -0.505 2.824
H 1.932 -1.535 3.109
C 0.437 0.010 3.118
H 0.233 1.086 3.222
H -0.297 -0.631 3.619
C 4.028 0.078 3.374
H 4.397 -0.954 3.361
H 4.873 0.756 3.207
H 3.618 0.285 4.372
C 2.568 1.781 2.273
H 1.862 2.010 1.460
H 2.137 2.124 3.224
H 3.485 2.351 2.071
C -1.694 -1.077 -3.800
H -1.595 -1.943 -3.127
H -2.642 -1.199 -4.349
H -0.876 -1.112 -4.531
C 0.307 1.354 -4.224
H 1.220 0.865 -3.847
H 0.023 0.854 -5.159
H 0.561 2.398 -4.451
C -0.559 3.658 -2.233
H 0.497 3.633 -2.536
H -1.074 4.381 -2.890
H -0.624 4.046 -1.206
C -2.990 2.622 -0.534
H -2.296 3.239 0.056
H -3.725 3.309 -0.989
H -3.540 1.963 0.151
C -3.680 -0.330 -1.525
H -4.330 0.211 -0.830
H -4.303 -0.682 -2.361
H -3.298 -1.226 -1.008
C 2.370 -0.889 0.122
C 3.311 -0.175 1.003
C 2.403 -0.475 -1.229
C 4.525 0.236 0.454
H 1.740 -1.768 0.308
C 3.519 0.195 -1.747
H 1.552 -0.739 -1.877
C 4.632 0.445 -0.925
H 5.371 0.434 1.117
H 3.525 0.485 -2.802
H 5.562 0.845 -1.344
C 1.520 -4.044 2.212
N 0.223 -3.904 2.875
C 0.289 -3.554 4.298
C -0.843 -3.457 2.139
S -0.649 -2.877 0.523
N -2.076 -3.538 2.683
C -2.382 -4.580 3.669
C -3.218 -3.014 1.934
H 2.176 -4.596 2.893
H 1.978 -3.070 1.987
H 1.395 -4.604 1.280
H 0.080 -2.488 4.472
H -0.413 -4.159 4.874
H 1.301 -3.783 4.645
H -2.471 -4.140 4.674
H -3.345 -5.042 3.416
H -1.606 -5.354 3.663
H -3.068 -1.947 1.711
H -3.362 -3.553 0.985
H -4.108 -3.143 2.558
*
```

---

[4]
Entry from the Open Molecules 2025 dataset: a structure of composition C26H42BBaN8O4Te (ωB97M-V/def2-TZVPD).

Summary:
expectation value of S²: 0.7542
relative energy (zero: lowest compared OMol25 entry of this formula, charge and spin): 27.39 kcal per mole
F_max: 0.6 eV/A
orbital gap (spin up / spin down): 8.01 / 4.53 eV
E_HOMO (spin up / spin down): -13.119 / -13.119 eV

The geometry in ORCA input format:
```
! RIJCOSX wB97M-V def2-TZVPD def2/J DEFGRID3
* xyz 2 2
Ba -0.403 -0.154 -0.092
C 1.145 -1.710 -3.087
C 0.046 -0.992 -3.838
O -0.539 -0.043 -2.954
C -1.880 0.342 -3.262
C -2.881 -0.733 -2.888
O -2.602 -1.131 -1.552
C -3.293 -2.287 -1.101
C -2.631 -2.770 0.178
O -1.212 -2.893 0.072
C -0.683 -3.929 -0.747
C -0.213 -3.388 -2.080
O 0.700 -2.306 -1.866
H 1.920 -0.995 -2.802
H 1.599 -2.464 -3.737
H -0.708 -1.688 -4.210
H 0.482 -0.487 -4.705
H -1.989 0.607 -4.317
H -2.061 1.246 -2.677
H -2.812 -1.607 -3.547
H -3.895 -0.329 -2.975
H -3.255 -3.062 -1.875
H -4.346 -2.068 -0.900
H -3.079 -3.724 0.471
H -2.789 -2.061 0.994
H -1.423 -4.715 -0.917
H 0.151 -4.369 -0.195
H -1.073 -3.037 -2.654
H 0.280 -4.184 -2.648
C 2.769 2.351 -1.178
C 2.410 2.366 0.273
C 3.187 2.731 1.380
C 2.347 2.576 2.460
N 1.150 2.135 2.022
N 1.190 2.005 0.670
B -0.090 1.855 2.951
N -0.007 0.337 3.408
C -0.257 -0.162 4.630
C -0.036 -1.524 4.616
C 0.358 -1.808 3.316
C 0.695 -3.144 2.737
N 0.378 -0.686 2.576
N -1.476 2.182 2.293
C -2.342 3.088 2.792
C -3.476 3.097 2.016
C -3.238 2.142 1.027
C -4.115 1.745 -0.116
N -2.038 1.587 1.195
N 0.074 2.815 4.121
C 0.365 4.141 4.000
C 0.079 4.752 5.187
C -0.440 3.723 6.003
C -0.931 3.821 7.409
N -0.467 2.577 5.350
H 3.729 2.835 -1.343
H 2.018 2.875 -1.768
H 2.848 1.328 -1.562
H 4.197 3.105 1.387
H 2.522 2.770 3.505
H -0.582 0.497 5.418
H -0.156 -2.212 5.435
H 1.599 -3.562 3.187
H 0.817 -3.085 1.652
H -0.110 -3.855 2.921
H -2.122 3.667 3.671
H -4.353 3.705 2.149
H -5.147 2.030 0.077
H -4.082 0.667 -0.282
H -3.806 2.247 -1.036
H 0.756 4.555 3.084
H 0.227 5.786 5.445
H -0.402 4.606 7.948
H -0.788 2.879 7.934
H -1.995 4.062 7.433
C 3.846 -3.069 0.778
Te 2.879 -1.199 0.896
C 3.520 -0.638 2.817
H 3.513 -3.686 1.609
H 4.919 -2.895 0.834
H 3.576 -3.514 -0.176
H 4.584 -0.413 2.775
H 3.312 -1.468 3.489
H 2.930 0.235 3.071
*
```

---

- Look up the F_max of the third one.
  3.3 eV/A

---

- F_max of number 3 (C26H41N2PbS)?
  3.3 eV/A